[1]
{"formula": "C30H40CoNO5P", "method": "the ωB97M-V functional and the def2-TZVPD basis", "multiplicity": 5, "gap_ev": [6.37, 6.75], "s_squared": 6.065, "fmax_ev_per_a": 0.6, "total_charge": -1, "elements": ["Co", "O", "C", "O", "C", "C", "C", "C", "C", "O", "C", "C", "O", "O", "H", "H", "H", "H", "H", "H", "H", "H", "C", "C", "C", "C", "P", "C", "C", "C", "C", "C", "C", "C", "C", "C", "C", "H", "H", "H", "H", "H", "H", "H", "H", "H", "H", "H", "H", "H", "H", "H", "H", "H", "H", "H", "H", "H", "H", "H", "C", "C", "C", "C", "C", "C", "C", "C", "N", "H", "H", "H", "H", "H", "H", "H", "H", "H"], "coordinates": [[0.72, -0.73, -0.09], [4.70, -0.61, -0.19], [3.62, -0.21, 0.24], [2.55, -0.13, -0.48], [3.57, 0.33, 1.67], [2.90, 1.70, 1.73], [3.33, 2.45, 2.99], [2.54, 1.69, 4.08], [1.79, 0.66, 3.22], [1.52, 1.39, 2.02], [2.75, -0.44, 2.76], [2.01, -1.72, 2.34], [2.48, -2.80, 2.66], [0.89, -1.55, 1.73], [4.61, 0.40, 1.98], [2.96, 2.26, 0.80], [3.02, 3.50, 2.94], [4.41, 2.43, 3.14], [1.84, 2.35, 4.60], [3.18, 1.22, 4.82], [0.85, 0.30, 3.64], [3.42, -0.75, 3.57], [-2.87, -0.84, 0.20], [-2.46, 0.58, 0.56], [-1.81, 0.57, 1.95], [-3.71, 1.46, 0.65], [-1.07, 1.11, -0.58], [-0.92, 2.92, -0.30], [-1.97, 3.82, -0.46], [-1.77, 5.18, -0.31], [-0.51, 5.67, 0.01], [0.54, 4.79, 0.16], [0.34, 3.43, 0.00], [-1.55, 1.04, -2.40], [-1.27, -0.38, -2.91], [-2.99, 1.39, -2.75], [-0.59, 1.99, -3.13], [-3.49, -1.24, 1.00], [-2.00, -1.50, 0.07], [-3.45, -0.87, -0.73], [-2.56, 0.25, 2.68], [-1.45, 1.56, 2.24], [-0.97, -0.13, 2.01], [-4.43, 0.96, 1.30], [-4.20, 1.61, -0.32], [-3.50, 2.44, 1.09], [-2.96, 3.47, -0.71], [-2.61, 5.86, -0.44], [-0.36, 6.74, 0.12], [1.53, 5.15, 0.40], [1.16, 2.74, 0.12], [-1.90, -1.12, -2.44], [-0.24, -0.69, -2.74], [-1.45, -0.40, -3.99], [-3.70, 0.73, -2.26], [-3.13, 1.28, -3.83], [-3.24, 2.42, -2.50], [0.45, 1.80, -2.86], [-0.82, 3.04, -2.93], [-0.69, 1.82, -4.20], [-2.24, -3.93, -1.17], [-0.85, -4.49, -1.25], [-0.66, -5.84, -1.43], [0.61, -6.39, -1.49], [1.73, -5.57, -1.38], [1.60, -4.20, -1.21], [2.82, -3.35, -1.04], [0.29, -3.60, -1.13], [0.14, -2.31, -0.93], [-2.95, -4.62, -1.62], [-2.30, -2.97, -1.68], [-2.54, -3.76, -0.13], [-1.53, -6.48, -1.52], [0.74, -7.46, -1.63], [2.72, -6.00, -1.42], [3.71, -3.87, -1.39], [2.96, -3.13, 0.03], [2.73, -2.39, -1.54]], "lowdin_charge": [0.62, 0.04, -0.61, -0.13, -0.10, -0.28, -0.10, -0.10, -0.26, -0.10, -0.10, -0.62, 0.03, -0.12, 0.14, 0.14, 0.10, 0.11, 0.11, 0.11, 0.15, 0.14, -0.11, -0.68, -0.10, -0.10, 1.17, -0.33, -0.11, -0.08, -0.09, -0.07, -0.08, -0.68, -0.11, -0.09, -0.10, 0.09, 0.04, 0.07, 0.09, 0.08, 0.05, 0.08, 0.06, 0.07, 0.08, 0.10, 0.10, 0.10, 0.07, 0.05, 0.06, 0.09, 0.06, 0.08, 0.06, 0.09, 0.07, 0.08, -0.06, -0.21, -0.09, -0.10, -0.07, -0.19, -0.04, -0.31, 0.03, 0.07, 0.04, 0.08, 0.10, 0.09, 0.10, 0.08, 0.08, 0.06]}


[2]
{"formula": "C30H40FN2O24", "method": "the ωB97M-V functional and the def2-TZVPD basis", "gap_ev": 6.07, "fmax_ev_per_a": 6.4, "total_charge": 1, "elements": ["C", "C", "F", "C", "C", "C", "C", "N", "N", "H", "H", "H", "H", "H", "H", "H", "H", "C", "C", "O", "C", "O", "O", "H", "H", "H", "H", "C", "C", "O", "C", "O", "O", "H", "H", "H", "H", "C", "C", "O", "C", "O", "O", "H", "H", "H", "H", "C", "C", "O", "C", "O", "O", "H", "H", "H", "H", "C", "C", "O", "C", "O", "O", "H", "H", "H", "H", "C", "C", "O", "C", "O", "O", "H", "H", "H", "H", "C", "C", "O", "C", "O", "O", "H", "H", "H", "H", "C", "C", "O", "C", "O", "O", "H", "H", "H", "H"], "coordinates": [[-0.81, 0.28, 1.67], [-1.81, -0.06, 0.42], [-1.57, -1.43, -0.09], [-3.43, 0.03, 0.84], [-4.12, 1.43, 0.54], [-5.71, 1.49, 0.90], [-6.17, 0.06, 1.48], [-5.26, -1.06, 1.68], [-3.94, -1.21, 1.42], [-0.75, -0.58, 2.49], [0.29, 0.34, 1.22], [-1.00, 1.34, 2.17], [-1.63, 0.73, -0.46], [-3.53, 2.32, 0.09], [-6.41, 2.41, 0.73], [-7.31, -0.07, 1.75], [-5.69, -1.94, 2.10], [-0.99, -3.86, -2.04], [-0.46, -5.15, -1.48], [-0.43, -6.00, -2.60], [-0.35, -5.21, -3.71], [-0.13, -5.61, -4.84], [-0.55, -3.90, -3.39], [-0.59, -2.99, -1.52], [-2.08, -3.82, -2.03], [0.55, -5.04, -1.08], [-1.11, -5.55, -0.70], [-0.80, 5.57, -0.70], [-1.42, 5.66, -2.05], [-1.47, 4.31, -2.48], [-1.46, 3.54, -1.36], [-1.66, 2.34, -1.35], [-1.19, 4.28, -0.25], [-1.17, 6.34, -0.02], [0.29, 5.61, -0.73], [-2.44, 6.06, -2.02], [-0.83, 6.27, -2.74], [2.07, -9.13, -4.60], [2.44, -7.68, -4.50], [3.20, -7.62, -3.31], [3.71, -8.87, -3.10], [4.55, -9.14, -2.27], [3.15, -9.78, -3.95], [1.98, -9.46, -5.64], [1.14, -9.36, -4.07], [3.05, -7.35, -5.34], [1.56, -7.03, -4.43], [2.76, 0.52, 3.58], [3.30, 0.80, 4.95], [2.95, 2.16, 5.16], [1.88, 2.42, 4.36], [1.21, 3.44, 4.41], [1.65, 1.40, 3.49], [2.44, -0.52, 3.47], [3.47, 0.76, 2.79], [2.83, 0.19, 5.72], [4.38, 0.67, 5.00], [-4.96, 3.60, 4.47], [-6.18, 4.45, 4.60], [-5.94, 5.51, 3.69], [-5.05, 5.05, 2.77], [-4.74, 5.64, 1.75], [-4.54, 3.83, 3.13], [-5.17, 2.54, 4.62], [-4.16, 3.91, 5.15], [-7.09, 3.93, 4.29], [-6.31, 4.83, 5.61], [0.45, 1.29, -3.51], [0.69, 0.10, -4.37], [2.05, 0.25, -4.76], [2.64, 1.03, -3.82], [3.85, 1.23, -3.75], [1.72, 1.57, -2.96], [-0.28, 1.09, -2.72], [0.11, 2.16, -4.09], [0.59, -0.85, -3.82], [0.04, 0.07, -5.25], [-0.09, 1.49, 8.74], [0.44, 0.21, 9.30], [0.47, -0.65, 8.17], [0.55, 0.14, 7.07], [0.77, -0.26, 5.94], [0.35, 1.46, 7.39], [0.31, 2.36, 9.25], [-1.18, 1.53, 8.75], [1.45, 0.31, 9.70], [-0.21, -0.20, 10.08], [6.74, 0.17, -6.44], [5.52, 1.03, -6.31], [5.76, 2.09, -7.21], [6.65, 1.62, -8.14], [6.96, 2.22, -9.16], [7.16, 0.41, -7.77], [6.53, -0.89, -6.28], [7.54, 0.48, -5.76], [4.61, 0.50, -6.62], [5.39, 1.41, -5.29]], "lowdin_charge": [-0.05, -0.22, -0.10, -0.05, 0.12, 0.07, 0.04, -0.03, 0.14, 0.11, 0.10, 0.11, 0.12, 0.13, 0.13, 0.15, 0.19, -0.15, -0.13, 0.07, -0.51, 0.13, 0.06, 0.11, 0.14, 0.14, 0.14, -0.12, -0.12, 0.08, -0.48, 0.06, 0.07, 0.15, 0.15, 0.14, 0.15, -0.13, -0.14, 0.06, -0.52, 0.13, 0.06, 0.14, 0.14, 0.14, 0.10, -0.14, -0.14, 0.07, -0.52, 0.12, 0.02, 0.14, 0.14, 0.11, 0.14, -0.14, -0.14, 0.07, -0.52, 0.13, 0.03, 0.13, 0.14, 0.13, 0.14, -0.14, -0.13, 0.07, -0.50, 0.13, 0.07, 0.11, 0.14, 0.13, 0.14, -0.13, -0.13, 0.07, -0.50, 0.12, 0.07, 0.14, 0.14, 0.14, 0.14, -0.14, -0.15, 0.06, -0.52, 0.13, 0.06, 0.14, 0.14, 0.14, 0.11]}